C19H18N4O6 | ωB97M-V with the def2-TZVPD basis set

Last column: Mulliken charge in e.
CARTESIAN COORDINATES (ANGSTROEM)
O: -0.22130 -2.23656 0.15539  -0.166
O: 1.10451 -0.03591 -2.16378  -0.398
O: 4.36916 0.79834 -1.03530  -0.643
O: -5.48880 -0.02633 -0.25461  -0.621
O: 1.77756 -2.49825 -0.82570  -0.676
O: -5.21868 1.88657 0.68213  -0.620
N: 1.26414 2.11426 -1.39049  -0.357
N: -4.82484 0.94680 0.02873  1.027
N: 1.68017 0.83810 2.24222  0.206
N: -0.54860 3.15243 -0.29159  -0.666
C: 1.04758 -1.86923 -0.09729  0.109
C: -2.98296 -0.09573 -1.20842  -0.623
C: 2.52143 -0.06168 -2.24766  -0.789
C: -2.03458 -3.79189 0.07456  -1.111
C: 1.42967 -0.66090 0.63668  1.648
C: -2.66714 2.06251 -0.12777  -0.275
C: 0.66525 3.12462 -0.75122  -0.556
C: -3.45572 0.98181 -0.44187  -0.006
C: 3.24978 0.34290 -0.96283  0.418
C: -0.16364 -0.74256 2.71076  -1.541
C: -1.68544 -0.09288 -1.64327  -0.253
C: -0.66075 -3.44458 -0.46700  -0.330
C: -1.33420 2.08654 -0.57403  -0.113
C: 2.51709 0.21460 0.29186  0.986
C: -0.84608 0.98291 -1.31880  0.125
C: 0.54897 1.04308 -1.64299  0.558
C: 3.56928 2.26706 1.49219  -1.675
C: 0.93779 -0.23658 1.85442  -0.426
C: 2.64314 1.12393 1.32688  -0.354
H: 1.53438 1.35223 3.09733  0.257
H: -0.45757 -1.73725 2.39429  0.221
H: 2.77299 -1.09896 -2.48486  0.466
H: 4.33655 2.02972 2.22950  0.381
H: -2.72523 -2.97129 -0.09855  0.163
H: -3.66049 -0.90298 -1.44008  0.591
H: 2.86986 0.60232 -3.04557  0.416
H: 4.06513 2.46818 0.54692  0.300
H: -1.28998 -0.89950 -2.23876  0.679
H: 0.14573 -0.77019 3.75489  0.488
H: -2.40745 -4.68273 -0.42205  0.417
H: 1.28457 3.99456 -0.57751  0.492
H: -0.68622 -3.29519 -1.55242  0.254
H: -1.03441 -0.09040 2.62896  0.251
H: -3.05563 2.89104 0.44335  0.581
H: -1.98317 -3.98031 1.14370  0.311
H: 0.06614 -4.23695 -0.25557  0.427
H: 3.03203 3.15428 1.82528  0.426

Summary:
- ΔE to the lowest compared entry with this formula, charge and spin (kJ/mol) = 0.0
- SMILES = CCOC(=O)c1c(C)[nH]c(C)c1C(=O)COc1ncnc2cc([N+](=O)[O-])ccc12
- HOMO (eV) = -8.59

***

C4H3AlF5O4S | ωB97M-V with the def2-TZVPD basis set

Last column: Mulliken charge in e.
CARTESIAN COORDINATES (ANGSTROEM)
S: -0.09832 0.26621 2.68044  1.142
Al: -1.03235 -1.71283 -3.26527  1.248
F: 0.00469 1.98540 -2.84122  -0.127
F: -1.62970 0.52911 -1.89369  -0.185
F: 0.24131 2.11719 0.00101  -0.206
F: 2.11463 1.13331 -1.11306  -0.203
F: 0.44414 -0.35554 -2.97148  -0.172
O: -0.96563 1.54765 2.68221  -0.056
O: 1.20858 0.13290 1.56594  -0.204
O: -1.04185 -1.05417 2.15701  -0.130
O: 0.52220 0.20355 4.09654  -0.068
C: 0.68734 0.86943 -0.69364  0.849
C: -0.64376 -1.20962 0.72236  -0.373
C: -0.16474 0.69010 -2.08284  0.501
C: 0.73971 -0.45681 0.26805  -0.283
H: -0.34690 -2.34816 0.61566  0.378
H: -1.62174 -1.09123 0.09057  0.363
H: 1.58238 -1.24650 -0.01858  0.525

Summary:
- ΔE to the lowest compared entry with this formula, charge and spin (kJ/mol) = 596.0
- charge = +3
- HOMO (eV) = -22.82

***

C4H12O | ωB97M-V with the def2-TZVPD basis set

Last column: Mulliken charge in e.
CARTESIAN COORDINATES (ANGSTROEM)
O: 1.88497 -1.06239 0.31213  -0.532
C: 0.92918 -0.47808 1.13642  0.104
C: -1.23582 0.65602 -1.86088  -0.619
C: 1.55817 0.74391 1.85413  -1.066
C: -2.01110 -0.48943 -1.24132  -1.020
H: -1.86086 1.42748 -2.58134  0.281
H: -0.87584 1.38283 -1.05790  0.199
H: 0.59191 -1.25896 1.92653  0.236
H: 1.34840 0.85886 2.81522  0.433
H: 2.47708 -1.54813 0.92031  0.326
H: -2.33206 -0.37793 -0.28714  0.373
H: 2.63758 0.57991 1.82582  0.308
H: -0.14013 -0.34671 0.53288  -0.130
H: 1.68960 1.67169 1.28181  0.291
H: -0.39599 0.26052 -2.43917  0.241
H: -2.92123 -0.65306 -1.87300  0.266
H: -1.34384 -1.36652 -1.26448  0.309

Summary:
- ΔE to the lowest compared entry with this formula, charge and spin (kJ/mol) = 196.1
- SMILES = CCO.CC
- HOMO (eV) = -10.33

***

C30H27Cl5N3PRuS2Te | ωB97M-V with the def2-TZVPD basis set

Last column: Löwdin spin population.
CARTESIAN COORDINATES (ANGSTROEM)
Te: 2.00299 -0.13690 2.64067  0.025
Ru: -0.08710 -0.07506 0.08060  0.759
Cl: 3.54289 -5.33401 -1.60773  0.003
Cl: 5.02299 -2.61534 -1.36028  0.000
Cl: -1.09058 -2.80781 -0.38290  0.014
Cl: 0.44165 -5.45508 -1.12590  0.000
Cl: 3.46410 -0.03031 -0.67073  0.005
S: 0.61352 2.13312 0.31653  -0.020
S: -2.13049 0.91814 -0.62682  0.052
P: 0.26022 0.21339 -2.25425  -0.010
N: 1.14828 -0.47175 -4.79382  -0.001
N: -1.21172 -0.80857 -4.44664  0.000
N: -0.33063 1.44814 -4.63311  -0.001
C: -1.50793 -2.69513 2.76152  0.012
C: 1.77637 0.04553 4.71547  0.016
C: 0.97495 1.25977 6.62839  0.000
C: -0.00822 -0.83376 2.41920  0.016
C: 2.62952 -1.55178 -0.66459  0.018
C: 2.22922 -0.77214 6.92956  0.001
C: -3.23371 3.37143 -0.02108  0.003
C: -2.60511 -1.81277 2.73049  0.002
C: 0.64636 -2.81956 -0.56987  0.014
C: -2.08137 2.58783 -0.04255  0.016
C: -0.15023 1.73975 -3.19935  0.000
C: 2.68135 -3.92543 -1.14781  0.009
C: 0.06604 -1.33325 -5.09106  0.000
C: -0.81071 4.42156 0.82988  -0.001
C: 1.54570 0.30942 7.46651  -0.001
C: 1.26396 -1.59885 -0.40115  0.040
C: 0.87367 0.89288 -5.25258  0.000
C: 1.09591 1.13519 5.25101  0.000
C: 3.34509 -2.69975 -1.02100  -0.001
C: -0.23626 -2.22277 2.58494  0.008
C: 2.34664 -0.90876 5.55055  0.003
C: -0.87404 3.10712 0.36965  0.004
C: -1.95279 5.20652 0.85366  0.000
C: 1.56453 -0.50799 -3.38670  -0.001
C: 1.30605 -3.98751 -0.93338  -0.002
C: -1.11288 -0.84368 -2.94971  -0.001
C: -1.45740 0.62887 -4.92453  0.000
C: -1.10201 0.04236 2.41316  0.000
C: -2.40974 -0.46956 2.55490  0.012
C: -3.16980 4.68118 0.42599  0.001
H: -1.62555 0.56622 -5.99917  0.000
H: 2.87403 -1.75673 5.13219  0.000
H: 0.23284 -2.33571 -4.69940  0.000
H: -0.12151 -1.37469 -6.16373  0.000
H: -0.93875 1.11301 2.43246  0.004
H: -1.89574 6.22476 1.21605  0.000
H: 1.46358 0.41719 8.54057  0.000
H: 1.78299 -1.53154 -3.08346  0.000
H: 2.67399 -1.51302 7.58189  0.000
H: 2.48593 0.06454 -3.28905  0.000
H: -0.97630 -1.87672 -2.64460  0.000
H: -1.67089 -3.75452 2.91679  0.000
H: -4.17513 2.94580 -0.35020  0.001
H: -4.06593 5.28768 0.44774  0.000
H: -1.04842 2.17675 -2.76744  0.001
H: 0.60907 -2.89859 2.60813  0.000
H: -3.24705 0.21559 2.56964  0.001
H: -2.35385 0.98636 -4.42152  0.000
H: -1.99253 -1.39570 -4.74230  0.000
H: -3.60809 -2.19677 2.86983  0.000
H: 0.66567 1.88562 4.59958  0.000
H: 1.72160 1.52711 -5.00266  0.000
H: -2.05797 -0.48046 -2.55843  0.000
H: 0.44610 2.10647 7.04719  0.000
H: 0.65439 2.46644 -3.08432  0.000
H: 0.14002 4.82134 1.16463  0.000
H: 0.74825 0.88488 -6.33554  0.000

Summary:
- ΔE to the lowest compared entry with this formula, charge and spin (kJ/mol) = 229.2
- charge = +1
- spin multiplicity = 2
- HOMO (spin up / spin down) (eV) = -9.46 / -9.47

***

Among the records above, which one has the highest ΔE to the lowest compared entry with this formula, charge and spin? C4H3AlF5O4S

***

Which of these has the highest ΔE to the lowest compared entry with this formula, charge and spin? C4H3AlF5O4S